1.
The following is a quantum chemistry calculation of a structure of composition C19H25N6SSb2Zn in a non-equilibrium geometry, from the OMol25 dataset.

Its HOMO energy is -9.000 eV. As for the charge: +1. As for the frontier orbital gap: 4.96 eV. The calculation puts the maximum force at 3.184 eV/Å. The relative energy (zero: lowest compared OMol25 entry of this formula, charge and spin) is 11.9 kcal per mole.

Atoms and positions in Å:
Zn1 -1.187 0.177 -2.718
C1 -1.526 -2.222 2.504
Sb1 -2.334 -0.189 2.289
C2 -4.217 -0.384 3.202
C3 -1.161 1.155 3.711
C4 0.292 0.793 3.602
C5 0.847 -0.008 4.582
C6 2.159 -0.509 4.465
C7 2.957 -0.017 3.444
C8 2.517 0.978 2.563
C9 1.122 1.322 2.528
C10 0.669 2.296 1.548
Sb2 0.282 1.519 -0.486
C11 -0.666 3.286 -1.266
C12 2.363 2.186 -1.155
H1 -1.930 -2.590 3.451
H2 -0.434 -2.219 2.425
H3 -1.870 -2.806 1.677
H4 -4.290 -1.333 3.676
H5 -5.052 -0.233 2.390
H6 -4.244 0.418 3.944
H7 -1.555 1.032 4.794
H8 -1.443 2.179 3.365
H9 0.311 -0.264 5.489
H10 2.547 -1.294 5.159
H11 3.954 -0.488 3.192
H12 3.200 1.473 1.840
H13 1.436 3.038 1.277
H14 -0.278 2.807 1.807
H15 -0.434 4.124 -0.650
H16 -1.753 3.050 -1.253
H17 -0.278 3.368 -2.318
H18 2.723 1.528 -1.944
H19 3.015 1.995 -0.315
H20 2.376 3.251 -1.384
N1 0.901 0.162 -6.377
C13 -0.038 0.788 -5.670
N2 -0.233 0.127 -4.558
C14 0.602 -0.935 -4.634
N3 1.303 -0.985 -5.752
C15 0.738 -1.861 -3.537
C16 1.594 -2.951 -3.702
N4 1.796 -3.779 -2.729
C17 1.026 -3.660 -1.633
C18 0.207 -2.552 -1.449
N5 0.070 -1.608 -2.397
H21 1.218 0.370 -7.320
H22 -0.453 1.729 -5.934
H23 2.160 -3.058 -4.650
H24 1.053 -4.366 -0.821
H25 -0.380 -2.389 -0.572
S1 -3.347 -0.609 -2.703
C19 -3.189 -0.718 -1.049
N6 -3.146 -1.121 0.052



2.
The following is a quantum chemistry calculation of a structure of composition C19H25N7O3Zn in a non-equilibrium geometry, from the OMol25 dataset.

Its HOMO energy is -8.466 eV. As for the frontier orbital gap: 8.39 eV. The calculation puts the maximum force at 2.738 eV/Å. The relative energy (zero: lowest compared OMol25 entry of this formula, charge and spin) is 0.0 kcal per mole.

Atoms and positions in Å:
Zn1 0.780 -1.426 -0.562
O1 0.561 -1.511 3.543
C1 0.406 -1.579 2.333
N1 1.171 -0.995 1.381
C2 2.345 -0.296 1.905
C3 2.083 1.127 2.252
C4 1.847 1.448 3.608
C5 1.906 2.796 4.018
C6 2.060 3.769 3.030
C7 2.083 3.389 1.674
N2 2.100 2.105 1.291
C8 -0.870 -2.120 1.763
C9 -1.859 -2.477 2.708
C10 -3.070 -2.938 2.284
C11 -3.295 -3.121 0.893
C12 -2.228 -2.775 0.038
N3 -1.025 -2.236 0.443
H1 2.600 -0.800 2.810
H2 3.174 -0.361 1.171
H3 1.736 0.622 4.317
H4 1.800 3.071 5.062
H5 2.110 4.832 3.224
H6 2.037 4.118 0.874
H7 -1.672 -2.351 3.782
H8 -3.864 -3.106 3.052
H9 -4.197 -3.541 0.486
H10 -2.400 -2.890 -1.033
N4 0.763 -3.209 -2.011
N5 1.557 -2.640 -2.998
C13 2.627 -1.789 -2.614
O2 3.582 -1.605 -3.314
O3 2.413 -1.174 -1.467
H11 1.329 -3.862 -1.464
H12 -0.073 -3.613 -2.378
H13 1.705 -3.103 -3.921
C14 -1.180 0.953 -0.265
C15 -1.789 2.281 -0.762
N6 -1.583 2.460 -2.184
C16 -0.170 2.493 -2.456
C17 0.539 1.299 -1.814
N7 -0.440 0.244 -1.402
C18 -1.329 0.059 -2.589
C19 -2.109 1.356 -2.976
H14 -1.986 0.304 0.179
H15 -0.448 1.067 0.549
H16 -1.337 3.163 -0.202
H17 -2.872 2.324 -0.530
H18 0.231 3.438 -2.052
H19 -0.031 2.464 -3.571
H20 1.031 1.509 -0.866
H21 1.278 0.872 -2.547
H22 -2.076 -0.704 -2.408
H23 -0.768 -0.221 -3.472
H24 -3.193 1.200 -2.798
H25 -1.990 1.682 -4.015



3.
The following is a quantum chemistry calculation of a cluster of 2 separate species, C19H25NO4 in total in a non-equilibrium geometry, from the OMol25 dataset.

Its HOMO energy is -8.611 eV. As for the frontier orbital gap: 7.70 eV. The calculation puts the maximum force at 1.614 eV/Å. Its SMILES is CC1(C)OC(=O)C(=Cc2ccccc2)C(=O)O1.CN1CCCCC1. The relative energy (zero: lowest compared OMol25 entry of this formula, charge and spin) is 39.1 kcal per mole.

Atoms and positions in Å:
C1 -4.111 2.384 0.565
C2 -2.726 2.670 1.133
C3 -2.652 4.086 1.716
O1 -2.428 1.747 2.186
C4 -2.119 0.440 1.819
O2 -2.195 -0.435 2.651
C5 -1.654 0.222 0.441
C6 -1.233 -1.011 0.055
C7 -1.132 -1.454 -1.333
C8 -1.894 -0.943 -2.427
C9 -1.622 -1.390 -3.716
C10 -0.617 -2.324 -3.951
C11 0.034 -2.932 -2.878
C12 -0.294 -2.564 -1.574
C13 -1.264 1.396 -0.338
O3 -0.496 1.366 -1.277
O4 -1.727 2.620 0.096
H1 -4.158 1.361 0.160
H2 -4.861 2.486 1.359
H3 -4.357 3.102 -0.228
H4 -1.654 4.287 2.109
H5 -2.869 4.824 0.944
H6 -3.372 4.205 2.524
H7 -1.145 -1.752 0.844
H8 -2.718 -0.240 -2.253
H9 -2.167 -0.956 -4.566
H10 -0.328 -2.584 -4.983
H11 0.832 -3.668 -3.027
H12 0.097 -3.112 -0.705
C14 1.553 1.409 1.270
N1 1.817 0.032 0.839
C15 2.745 0.088 -0.324
C16 3.190 -1.302 -0.784
C17 3.824 -2.119 0.349
C18 2.936 -2.080 1.592
C19 2.521 -0.656 1.959
H13 0.912 1.449 2.168
H14 2.540 1.853 1.520
H15 1.077 2.020 0.489
H16 2.274 0.629 -1.162
H17 3.627 0.674 0.018
H18 2.311 -1.821 -1.185
H19 3.917 -1.207 -1.606
H20 3.970 -3.159 0.024
H21 4.823 -1.727 0.583
H22 2.019 -2.657 1.426
H23 3.469 -2.543 2.435
H24 3.420 -0.041 2.179
H25 1.887 -0.672 2.862



4.
The following is a quantum chemistry calculation of a structure of composition C19H26AlCsF11O11S in a non-equilibrium geometry, from the OMol25 dataset.

Its HOMO energy is -9.506 eV. As for the charge: +1. As for the frontier orbital gap: 1.57 eV. The calculation puts the maximum force at 7.513 eV/Å.

Atoms and positions in Å:
C1 -0.385 3.277 3.300
C2 0.773 3.473 2.334
O1 1.154 2.237 1.770
C3 1.762 2.294 0.513
C4 1.083 1.178 -0.279
C5 1.648 0.929 -1.659
C6 0.547 1.102 -2.710
C7 -0.798 0.639 -2.130
O2 -1.580 -0.094 -3.074
C8 -1.896 -1.361 -2.614
C9 -0.789 -2.364 -2.753
O3 -2.958 -1.599 -2.179
O4 2.671 1.968 -2.002
C10 3.354 1.485 -3.000
O5 3.938 2.124 -3.847
O6 3.347 0.160 -2.988
C11 2.413 -0.363 -1.996
S1 3.622 -1.082 -0.796
O7 4.946 -0.877 -1.433
O8 3.569 -0.522 0.503
C12 3.341 -2.919 -0.881
F1 4.411 -3.359 -1.494
F2 2.276 -3.179 -1.646
C13 3.165 -3.634 0.493
F3 4.313 -3.565 1.173
F4 2.953 -4.922 0.197
C14 1.979 -3.076 1.348
F5 1.216 -2.243 0.611
F6 2.498 -2.440 2.402
C15 1.056 -4.181 1.931
F7 1.742 -5.038 2.662
F8 0.375 -4.787 0.966
F9 0.177 -3.565 2.720
H1 -1.125 2.616 2.823
H2 -0.057 2.793 4.212
H3 -0.833 4.239 3.517
H4 1.627 3.851 2.905
H5 0.457 4.188 1.578
H6 2.828 2.087 0.635
H7 1.615 3.256 0.028
H8 0.040 1.462 -0.304
H9 1.133 0.302 0.380
H10 0.479 2.152 -2.975
H11 0.713 0.571 -3.648
H12 -0.692 0.068 -1.215
H13 -1.332 1.551 -1.871
H14 -0.218 -2.119 -3.644
H15 -1.187 -3.363 -2.862
H16 -0.178 -2.295 -1.856
H17 1.817 -1.072 -2.556
Cs1 3.909 3.278 -5.649
O9 -2.349 1.163 2.711
C16 -3.473 0.851 2.429
O10 -4.126 1.542 1.467
C17 -5.407 1.138 0.946
C18 -6.549 1.645 1.800
C19 -4.191 -0.243 3.180
H18 -5.441 0.058 0.805
H19 -5.465 1.585 -0.045
H20 -6.514 1.229 2.807
H21 -7.505 1.377 1.352
H22 -6.496 2.729 1.895
H23 -4.609 0.177 4.094
H24 -3.462 -1.004 3.443
H25 -4.982 -0.729 2.615
F10 4.476 -4.783 -3.228
Al1 5.855 -0.512 -3.178
F11 0.227 0.133 1.854
O11 -2.249 2.380 -0.348
H26 -2.656 2.001 0.458



5.
The following is a quantum chemistry calculation of a structure of composition C19H26BN6OReS3Se3Te in a non-equilibrium geometry, from the OMol25 dataset.

Its spin multiplicity is 2. Its HOMO energy (alpha / beta) is -9.871 / -10.064 eV. As for the charge: +1. The expectation value of S² is 1.1770. As for the frontier orbital gap (alpha / beta): 4.92 / 6.11 eV. The calculation puts the maximum force at 1.147 eV/Å. The relative energy (zero: lowest compared OMol25 entry of this formula, charge and spin) is 0.0 kcal per mole.

Atoms and positions in Å:
Re1 0.726 0.065 -0.956
C1 2.732 3.525 -0.187
N1 2.515 2.833 1.068
C2 2.252 3.456 2.265
C3 2.162 2.484 3.202
N2 2.370 1.273 2.592
B1 2.522 -0.067 3.375
N3 1.620 -1.227 2.813
C4 1.836 -2.503 3.272
C5 0.866 -3.308 2.783
N4 0.052 -2.520 2.010
C6 -1.137 -2.960 1.307
C7 0.536 -1.253 2.038
S1 -0.271 0.060 1.233
C8 2.554 1.499 1.291
S2 2.840 0.309 0.061
H1 3.735 3.950 -0.224
H2 1.998 4.320 -0.291
H3 2.625 2.828 -1.012
H4 2.153 4.523 2.348
H5 1.973 2.552 4.258
H6 2.167 0.134 4.501
H7 3.661 -0.431 3.292
H8 2.667 -2.735 3.915
H9 0.680 -4.359 2.923
H10 -1.459 -3.911 1.725
H11 -0.934 -3.097 0.245
H12 -1.926 -2.221 1.420
Se1 -1.091 -1.271 -2.020
Se2 -3.214 -0.488 -1.520
Te1 -2.792 1.754 -0.430
Se3 -0.477 2.158 -1.306
C9 0.117 3.017 -7.403
C10 0.448 2.577 -5.979
C11 -0.333 1.306 -5.624
N5 0.226 0.634 -4.452
C12 1.182 -0.268 -4.381
S3 2.050 -0.466 -2.885
N6 1.632 -1.050 -5.378
C13 1.353 -1.232 -6.795
O1 2.272 -1.057 -7.543
C14 0.040 -1.779 -7.181
C15 -0.928 -2.185 -6.260
C16 -2.137 -2.681 -6.713
C17 -2.378 -2.798 -8.076
C18 -1.406 -2.429 -8.996
C19 -0.200 -1.920 -8.551
H13 0.606 3.960 -7.641
H14 -0.959 3.154 -7.529
H15 0.456 2.269 -8.122
H16 0.207 3.370 -5.268
H17 1.519 2.374 -5.896
H18 -0.335 0.642 -6.475
H19 -1.371 1.550 -5.398
H20 0.072 1.129 -3.578
H21 2.534 -1.453 -5.157
H22 -0.739 -2.113 -5.196
H23 -2.896 -2.979 -6.002
H24 -3.328 -3.184 -8.422
H25 -1.585 -2.540 -10.056
H26 0.577 -1.620 -9.240